(1)
The following is a quantum chemistry calculation of C22H27As2FeI2N4S3 as an isolated structure, from the Open Molecules 2025 dataset.

Geometry as ORCA input:
```
! wB97M-V def2-TZVPD RIJCOSX def2/J DEFGRID3
* xyz 1 1
Fe -0.001 -0.083 -0.243
S 0.382 -2.110 -1.402
C 0.147 -0.978 -2.691
C 0.188 -1.241 -4.063
C 0.055 -0.189 -4.942
C -0.113 1.107 -4.452
C -0.160 1.289 -3.088
N -0.048 0.272 -2.227
H 0.334 -2.256 -4.403
H 0.090 -0.366 -6.009
H -0.203 1.954 -5.115
H -0.279 2.277 -2.660
C -0.546 -2.930 2.025
As 0.369 -1.232 1.832
C 0.194 -0.577 3.663
C 2.244 -1.759 1.832
C 2.742 -2.695 2.733
C 4.081 -3.052 2.704
C 4.934 -2.471 1.776
C 4.447 -1.532 0.880
C 3.103 -1.174 0.902
As 2.358 0.141 -0.309
C 3.261 -0.194 -1.991
C 3.312 1.746 0.258
H -0.126 -3.506 2.847
H -0.459 -3.487 1.094
H -1.599 -2.730 2.218
H 0.607 -1.315 4.349
H -0.858 -0.426 3.903
H 0.729 0.361 3.799
H 2.087 -3.158 3.462
H 4.459 -3.785 3.403
H 5.979 -2.751 1.750
H 5.121 -1.085 0.158
H 4.335 -0.060 -1.875
H 2.891 0.512 -2.734
H 3.041 -1.209 -2.314
H 4.381 1.604 0.110
H 3.128 1.941 1.313
H 2.976 2.603 -0.326
S -2.294 -0.903 -0.246
C -3.654 -0.010 -0.641
N -4.863 -0.520 -0.225
C -6.052 0.037 -0.519
C -6.083 1.179 -1.255
C -4.832 1.689 -1.646
N -3.677 1.134 -1.365
H -4.817 -1.365 0.329
H -6.930 -0.467 -0.139
H -7.009 1.666 -1.514
H -4.788 2.604 -2.229
S -1.280 4.157 0.600
C -0.185 3.641 1.805
C 0.204 2.370 1.553
N -0.359 1.796 0.435
C -1.173 2.636 -0.148
H 0.116 4.281 2.617
H 0.897 1.798 2.147
H -1.774 2.370 -1.003
I -3.293 1.725 2.516
I -5.735 2.727 2.762
*
```

Output
molecular weight = 903.18 Da
HOMO-LUMO gap = 5.964 eV
ΔE to the lowest compared entry with this formula, charge and spin = 0.000 eV
F_max = 0.2 eV Å⁻¹



(2)
The following is a quantum chemistry calculation of C22H27As3NS5V as an isolated structure at a distorted geometry, from the Open Molecules 2025 dataset.

Geometry as ORCA input:
```
! wB97M-V def2-TZVPD RIJCOSX def2/J DEFGRID3
* xyz -1 4
V -0.137 -0.379 0.328
S 2.259 -3.448 0.490
As 2.540 -1.351 0.280
S 1.472 -0.322 1.982
S 1.346 -0.645 -1.491
S 4.545 -0.705 0.131
C 2.246 2.541 -0.019
As 0.416 1.929 -0.025
C -0.181 2.892 -1.632
C -0.419 3.086 1.340
C 0.348 3.831 2.235
C -0.252 4.588 3.233
C -1.636 4.618 3.343
C -2.407 3.852 2.479
C -1.812 3.068 1.492
As -2.889 1.823 0.414
C -4.297 3.073 -0.169
C -3.932 1.064 1.895
H 2.751 2.188 0.873
H 2.278 3.626 -0.093
H 2.731 2.084 -0.875
H 0.027 3.956 -1.548
H -1.244 2.740 -1.798
H 0.372 2.472 -2.469
H 1.426 3.804 2.162
H 0.362 5.150 3.927
H -2.114 5.220 4.107
H -3.485 3.863 2.590
H -4.722 3.627 0.669
H -5.086 2.486 -0.643
H -3.895 3.774 -0.900
H -4.482 1.844 2.419
H -3.258 0.570 2.593
H -4.642 0.335 1.496
N -1.639 -1.261 1.011
S -1.935 -1.973 -0.418
C -3.666 -1.696 -0.814
C -4.689 -2.167 -0.012
C -6.002 -1.838 -0.321
C -6.275 -1.039 -1.423
C -5.243 -0.554 -2.203
C -3.924 -0.882 -1.893
C -1.960 -3.722 -0.030
C -2.796 -4.610 -0.706
C -2.721 -5.959 -0.402
C -1.799 -6.409 0.539
C -0.955 -5.514 1.176
C -1.024 -4.152 0.893
H -2.201 -1.635 1.776
H -4.463 -2.790 0.846
H -6.809 -2.204 0.301
H -7.301 -0.793 -1.672
H -5.453 0.080 -3.056
H -3.100 -0.507 -2.489
H -3.505 -4.255 -1.442
H -3.376 -6.659 -0.906
H -1.730 -7.467 0.760
H -0.211 -5.859 1.883
H -0.334 -3.465 1.366
*
```

Output
molecular weight = 741.51 Da
HOMO-LUMO gap (alpha / beta) = 5.128 / 5.351 eV
<S²> = 3.7704
F_max = 2.7 eV Å⁻¹



(3)
The following is a quantum chemistry calculation of C22H27AsN5O7P2SW as an isolated structure at a distorted geometry, from the Open Molecules 2025 dataset.

Geometry as ORCA input:
```
! wB97M-V def2-TZVPD RIJCOSX def2/J DEFGRID3
* xyz 1 1
W -0.086 -1.561 -0.146
S 2.100 -1.180 1.040
C 1.749 -0.336 2.545
C 2.622 -0.475 3.620
C 2.361 0.170 4.815
C 1.226 0.959 4.948
C 0.362 1.112 3.878
C 0.623 0.486 2.661
As -0.588 0.445 1.124
C 0.024 1.991 0.021
C 1.370 2.055 -0.331
C 1.805 2.969 -1.280
C 0.889 3.783 -1.937
C -0.460 3.690 -1.626
C -0.891 2.802 -0.650
C -2.147 1.356 1.948
C -2.080 2.704 2.291
C -3.108 3.273 3.024
C -4.194 2.503 3.421
C -4.250 1.156 3.100
C -3.222 0.579 2.368
H 3.501 -1.096 3.502
H 3.041 0.047 5.647
H 1.014 1.450 5.888
H -0.524 1.723 3.978
H 2.080 1.395 0.154
H 2.861 3.048 -1.509
H 1.226 4.499 -2.675
H -1.179 4.318 -2.137
H -1.940 2.751 -0.376
H -1.226 3.286 1.968
H -3.061 4.321 3.291
H -4.997 2.955 3.990
H -5.091 0.556 3.423
H -3.248 -0.472 2.108
O 0.137 -4.841 2.222
P -0.166 -3.721 1.189
O 0.845 -3.529 0.090
O -0.434 -2.371 1.805
O -1.555 -4.197 0.479
P -2.045 -3.115 -0.634
O -3.300 -3.765 -1.281
O -0.933 -2.899 -1.619
O -2.263 -1.812 0.104
H 0.518 -5.661 1.874
H -4.073 -3.949 -0.729
C 3.162 -0.483 -4.375
N 2.441 -1.582 -3.717
C 3.331 -2.627 -3.222
C 1.426 -1.214 -2.877
N 1.370 -1.508 -1.628
N 0.424 -0.475 -3.459
C -0.745 -0.085 -2.883
N -1.653 0.517 -3.703
N -0.991 -0.271 -1.629
H 3.790 -0.904 -5.157
H 3.794 0.061 -3.666
H 2.472 0.222 -4.834
H 3.923 -2.983 -4.062
H 2.748 -3.462 -2.837
H 4.017 -2.266 -2.447
H 2.175 -2.076 -1.385
H 0.504 -0.353 -4.456
H -1.284 0.880 -4.569
H -2.257 1.179 -3.237
H -1.940 0.029 -1.438
*
```

Output
molecular weight = 826.26 Da
HOMO-LUMO gap (alpha / beta) = 6.951 / 6.950 eV
ΔE to the lowest compared entry with this formula, charge and spin = 0.871 eV
F_max = 4.9 eV Å⁻¹



> What is the F_max in the third record?

4.9 eV Å⁻¹